This record from the OMol25 dataset describes a molecular structure, C54H40Cl2KN8O2S3. The level of theory is ωB97M-V/def2-TZVPD.

Last column: Mulliken charge in e.
Element x y z (Å)
K -0.651 -0.143 0.108  0.7587
Cl -0.690 -5.157 5.841  -0.2706
C -0.649 -4.522 4.213  0.0778
C -0.403 -3.174 4.026  -0.3124
C -0.375 -2.598 2.752  -0.0650
N -0.241 -1.223 2.565  -0.0904
C 0.521 -0.520 3.377  0.0729
O 1.280 -0.867 4.309  -0.8182
C 0.485 0.992 3.119  0.3673
C 1.426 1.787 3.784  -0.3879
C 1.392 3.158 3.623  -0.4637
C 0.415 3.715 2.806  -0.5196
C -0.470 2.854 2.179  -0.6814
N -0.440 1.530 2.320  -0.2984
C -0.575 -3.439 1.623  -0.2419
C -0.801 -4.802 1.843  -0.3377
C -0.851 -5.340 3.115  0.0788
Cl -1.159 -7.051 3.297  -0.2728
N -0.624 -2.874 0.346  -0.0868
C -0.192 -3.568 -0.686  0.1525
O 0.357 -4.691 -0.757  -0.8349
C -0.396 -2.878 -2.041  0.3111
C 0.051 -3.556 -3.181  -0.4088
C -0.192 -3.017 -4.428  -0.7304
C -0.865 -1.803 -4.515  -0.4480
C -1.235 -1.177 -3.336  -0.2493
N -1.012 -1.697 -2.130  -0.0927
H -0.221 -2.546 4.884  0.4877
H 2.135 1.282 4.425  0.4728
H 2.106 3.792 4.138  0.4586
H 0.331 4.786 2.668  0.5161
H -1.251 3.239 1.529  0.6927
H -0.931 -5.451 0.991  0.5003
H 0.549 -4.502 -3.028  0.4668
H 0.122 -3.538 -5.326  0.4150
H -1.106 -1.363 -5.473  0.5886
H -1.739 -0.215 -3.342  0.2654
N 1.152 1.324 -1.237  -0.3029
S 2.151 2.016 -2.007  1.4812
N 1.742 3.233 -3.102  0.1308
S 0.529 3.068 -4.041  1.1667
N -0.842 2.513 -3.670  0.1345
S -1.898 2.763 -2.354  1.9445
N -2.088 1.748 -1.350  -1.0101
C -1.361 4.390 -1.785  0.0482
C -0.300 4.349 -0.887  0.1385
C 0.193 5.535 -0.366  -0.7941
C -0.393 6.746 -0.715  -1.0405
C -1.472 6.772 -1.587  -0.8977
C -1.961 5.591 -2.133  -0.2676
C -3.356 3.117 -3.353  -0.1529
C -3.339 3.804 -4.558  0.0286
C -4.528 4.007 -5.239  -0.7943
C -5.720 3.512 -4.720  -0.4889
C -5.723 2.818 -3.520  -0.8146
C -4.536 2.619 -2.828  -0.8242
C 0.434 4.722 -4.719  0.9265
C 0.873 5.798 -3.967  -0.6885
C 0.712 7.079 -4.476  -0.7869
C 0.127 7.271 -5.718  -0.7222
C -0.307 6.181 -6.463  -0.7076
C -0.158 4.898 -5.963  -0.8902
C 0.970 2.105 -5.472  -0.1040
C 2.229 2.328 -6.016  -0.5334
C 2.619 1.591 -7.119  -0.7777
C 1.753 0.649 -7.665  -0.6884
C 0.501 0.441 -7.111  -0.7650
C 0.098 1.172 -6.000  -0.1272
C 3.170 0.961 -3.049  0.1534
C 4.431 1.306 -3.515  -0.5922
C 5.106 0.419 -4.339  -0.7247
C 4.514 -0.787 -4.697  -0.7567
C 3.254 -1.121 -4.220  -0.2941
C 2.578 -0.248 -3.379  -0.5359
C 3.309 3.021 -1.070  0.3814
C 3.995 4.120 -1.571  -0.2708
C 4.807 4.852 -0.717  -0.9194
C 4.918 4.490 0.620  -0.6116
C 4.216 3.399 1.112  -0.7159
C 3.402 2.659 0.265  -0.8756
H 0.116 3.387 -0.601  0.5221
H 1.027 5.501 0.324  0.6808
H -0.016 7.670 -0.295  0.3975
H -1.942 7.712 -1.846  0.4451
H -2.804 5.619 -2.809  0.5111
H -2.407 4.179 -4.958  0.5348
H -4.527 4.544 -6.180  0.4431
H -6.646 3.665 -5.259  0.3940
H -6.649 2.423 -3.122  0.4207
H -4.492 2.066 -1.897  0.5064
H 1.320 5.629 -2.997  0.5392
H 1.042 7.928 -3.891  0.4748
H 0.008 8.273 -6.111  0.4108
H -0.758 6.329 -7.435  0.4435
H -0.488 4.040 -6.537  0.4495
H 2.893 3.054 -5.566  0.3515
H 3.603 1.738 -7.543  0.4468
H 2.064 0.068 -8.524  0.4021
H -0.163 -0.302 -7.532  0.4699
H -0.863 1.018 -5.529  0.6332
H 4.887 2.245 -3.228  0.4422
H 6.097 0.665 -4.698  0.4050
H 5.047 -1.476 -5.340  0.4193
H 2.794 -2.066 -4.479  0.4741
H 1.603 -0.493 -2.969  0.3632
H 3.878 4.410 -2.607  0.4385
H 5.345 5.712 -1.095  0.4168
H 5.548 5.069 1.283  0.4163
H 4.282 3.124 2.156  0.5016
H 2.816 1.824 0.634  0.5151

## Properties
Charge: -1

This record from the OMol25 dataset describes C9H9Cl2N in the gas phase in a non-equilibrium geometry. The level of theory is ωB97M-V/def2-TZVPD.

Last column: Mulliken charge in e.
Element x y z (Å)
Cl 0.263 2.886 1.626  -0.2277
C 0.832 1.451 0.847  0.7541
C 2.237 1.366 0.598  -0.7807
C 2.666 0.324 -0.182  -0.2822
C 1.800 -0.610 -0.601  0.2106
Cl 2.522 -1.690 -1.819  -0.2182
C 0.468 -0.400 -0.446  1.0031
C -0.083 0.675 0.284  -0.0201
C -1.482 0.705 0.800  -0.5293
C -2.170 -0.074 -0.280  -1.0078
N -1.638 -1.385 -0.298  -0.2781
C -0.452 -1.454 -0.913  -1.2773
H 2.818 2.141 1.381  0.1601
H 3.749 -0.227 -0.300  0.1546
H -1.553 0.179 1.863  0.1743
H -1.947 1.674 0.785  0.4439
H -2.092 0.444 -1.287  0.3479
H -3.219 -0.158 0.014  0.3673
H -1.978 -1.727 0.748  0.3291
H -0.665 -1.523 -1.926  0.3022
H -0.076 -2.598 -0.895  0.3743

## Properties
Structure (SMILES): Clc1ccc(Cl)c2c1CCNC2
Charge: 0

This record from the OMol25 dataset describes a molecular structure, C30H46O3OsP2 in a non-equilibrium geometry. The level of theory is ωB97M-V/def2-TZVPD.

Last column: Mulliken charge in e.
Element x y z (Å)
Os -0.196 0.962 -0.528  -0.1423
C 1.129 2.836 -1.790  -0.2903
C -0.317 2.706 -1.704  1.4418
C 0.552 3.401 0.366  0.7698
C 1.633 3.253 -0.534  0.7051
C -0.679 3.033 -0.311  0.3102
C 1.921 2.709 -3.037  -1.8937
H 1.391 2.113 -3.786  0.4252
H 2.890 2.238 -2.836  0.4437
H 2.120 3.696 -3.480  0.3621
C 3.053 3.592 -0.263  -1.3077
H 3.725 2.940 -0.837  0.3720
H 3.283 3.462 0.801  0.1822
H 3.288 4.635 -0.529  0.3024
C 0.609 3.988 1.718  -1.2276
H 0.718 5.082 1.665  0.3445
H 1.456 3.588 2.289  -0.0024
H -0.308 3.758 2.272  0.3725
C -2.050 3.403 0.143  -1.4678
H -2.196 4.488 0.057  0.3464
H -2.184 3.119 1.191  0.3994
H -2.802 2.907 -0.474  0.3431
C -1.267 2.777 -2.856  -1.4708
H -1.417 3.826 -3.153  0.3674
H -2.234 2.354 -2.577  0.3289
H -0.870 2.228 -3.714  0.3692
C 1.122 -0.667 -0.802  -1.5178
C 0.588 -0.294 -2.075  0.1590
C -0.574 -0.987 -2.725  -1.4613
C -1.882 -0.992 -1.879  0.5612
C -1.953 -0.054 -0.708  -0.3479
C -1.372 -0.299 0.598  -0.6114
C -0.536 -1.473 0.996  -0.6748
C 0.598 -1.840 -0.011  0.0810
H -0.291 -2.020 -2.986  0.4879
H -2.056 -2.027 -1.506  -1.5906
H -0.797 -0.497 -3.687  0.3841
H 0.237 -2.622 -0.705  -0.7113
H 2.166 -0.399 -0.614  0.6116
H 1.296 0.172 -2.761  1.1637
H 1.428 -2.280 0.562  0.6591
H -0.051 -1.247 1.957  0.6106
H -1.953 0.149 1.410  0.7193
H -1.179 -2.347 1.200  -0.0297
H -2.729 -0.769 -2.542  0.7535
H -2.884 0.521 -0.649  0.8588
P -1.537 -4.055 -1.120  1.1198
C -0.288 -5.393 -1.030  -1.2202
C -2.599 -4.567 -2.527  -1.1152
P -3.824 -3.070 0.736  0.4681
C -2.578 -4.415 0.355  -1.4560
C -5.262 -3.677 -0.268  -1.2072
C -4.354 -3.856 2.324  -1.1750
H 0.234 -5.342 -0.063  0.3815
H 0.454 -5.229 -1.825  0.4003
H -0.754 -6.384 -1.150  0.4475
H -2.828 -5.644 -2.483  0.4289
H -2.047 -4.349 -3.454  0.4124
H -3.534 -3.989 -2.566  0.2571
H -4.710 -4.883 2.161  0.3893
H -5.145 -3.243 2.777  0.4177
H -3.494 -3.869 3.004  0.3616
H -1.885 -4.435 1.223  0.6405
H -3.064 -5.406 0.255  0.7336
H -6.151 -3.126 0.074  0.4323
H -5.432 -4.758 -0.144  0.3793
H -5.126 -3.438 -1.330  0.2968
O 4.912 0.393 1.384  -0.7306
C 4.812 1.406 2.148  0.9962
C 5.905 2.316 2.386  -0.5059
C 5.828 3.290 3.370  -0.4871
C 4.626 3.508 4.077  -0.6647
C 3.495 2.728 3.783  0.0460
C 3.563 1.705 2.848  -0.0356
C 2.353 0.864 2.600  0.2928
O 1.206 1.263 2.795  -0.6285
O 2.611 -0.374 2.165  -0.4734
H 3.582 -0.353 1.830  0.4172
H 6.810 2.189 1.790  0.4873
H 6.704 3.902 3.591  0.4286
H 4.557 4.278 4.844  0.4460
H 2.535 2.893 4.278  0.5304

## Properties
⟨S²⟩: 6.0700
Charge: +2
Multiplicity: 5

This record from the OMol25 dataset describes a molecular structure, C5H6O2 in a non-equilibrium geometry. The level of theory is ωB97M-V/def2-TZVPD.

Last column: Mulliken charge in e.
Element x y z (Å)
C -0.205 1.140 -0.267  -0.5009
C -1.157 0.103 0.210  0.1034
C 0.693 -0.710 0.765  -0.1670
C 0.932 0.200 -0.464  -0.3848
C 0.191 -1.160 -0.603  -0.3120
H -0.676 1.729 -0.981  0.3834
H 0.205 1.920 0.499  0.2292
H -2.123 0.484 0.513  0.5047
H 1.458 -1.124 1.595  0.3142
H 2.064 0.575 -0.601  0.3036
H 0.400 -1.919 -1.461  0.3578
O -0.520 -0.353 1.403  -0.4293
O -1.263 -0.886 -0.609  -0.4022

## Properties
Charge: 0

This record from the OMol25 dataset describes 3 unconnected molecules or ions with the total composition CH9N6O2 in a non-equilibrium geometry. The level of theory is ωB97M-V/def2-TZVPD.

Last column: Mulliken charge in e.
Element x y z (Å)
C -1.259 0.852 -0.193  0.7898
N -3.650 -1.514 0.487  -0.2926
N -0.138 0.262 -0.320  -0.6981
N -2.586 -0.823 0.680  0.0026
N -2.432 0.186 -0.119  -0.3269
N 0.967 1.062 -0.468  0.0895
N 2.839 -0.965 0.427  -0.6393
O 3.702 -0.010 -0.097  -0.3465
O -1.339 2.135 -0.343  -0.5468
H -3.973 -2.246 1.188  0.2883
H -4.174 -1.417 -0.396  0.2765
H 4.592 -0.028 0.343  0.3299
H -2.318 2.429 -0.314  0.3890
H 1.751 0.649 0.151  0.4120
H 1.273 1.039 -1.457  0.3340
H 0.643 1.989 -0.388  0.3661
H 3.155 -1.342 1.315  0.2740
H 2.947 -2.260 -0.495  0.2985

## Properties
Charge: +1

This record from the OMol25 dataset describes a molecular structure, C4H6AlO3 in a non-equilibrium geometry. The level of theory is ωB97M-V/def2-TZVPD.

Last column: Mulliken charge in e.
Element x y z (Å)
Al 3.864 -0.672 3.948  1.2614
C -1.331 1.368 -0.473  -0.9275
C -0.843 -0.074 -0.285  0.4411
C 0.234 -0.770 -1.202  -0.2833
O 1.078 -1.416 -0.299  -0.0732
C 1.011 -0.811 0.894  0.5158
O 1.733 -0.907 1.830  -0.3144
O -0.065 0.085 0.877  -0.0190
H -2.383 1.311 -0.821  0.3794
H -0.737 1.963 -1.191  0.4168
H -1.493 1.972 0.451  0.4112
H -1.705 -0.765 -0.028  0.4160
H 0.852 0.043 -1.670  0.3848
H -0.215 -1.326 -2.030  0.3908

## Properties
Charge: +3

In eV, the ΔE to the lowest compared entry with this formula, charge and spin values for the records above are, in order, 0.319, 3.691, 0.050, 3.624, 3.940, 1.451.